# 1
11
Properties=species:S:1:pos:R:3:forces:R:3 method="wB97M-V/def2-TZVPD" energy_ha=-669.8144 multiplicity=1 orbital_gap_ha="0.2568 / 0.2570" e_homo_ev="-8.9 / -8.9" de_lowest_kcal_mol=34.5
C 1.2901 -0.1830 -0.2946 -3.0550 3.3854 3.0787
C -0.1829 1.1810 0.3510 -1.3409 0.7119 0.1959
N 1.6062 0.0952 0.9502 1.5532 -1.0016 0.0013
N 0.6724 0.9454 1.3468 0.1353 -0.9937 -1.6591
N 0.1725 0.4733 -0.7093 -0.5336 0.5702 -0.5985
N -2.4768 -0.3624 -0.8054 -0.3138 -1.5817 1.2207
O -1.1913 2.0214 0.5820 -0.0319 -0.5316 -0.9812
I -3.1869 1.1069 0.0606 0.9739 0.5737 0.0271
H 1.7766 -0.7747 -0.9089 2.5300 -2.8666 -2.5198
H 0.6342 1.2673 2.2504 -0.0390 0.8585 2.2251
H -2.4635 -0.3277 -1.8018 0.1219 0.8756 -0.9900

***

# 2
9
Properties=species:S:1:pos:R:3:forces:R:3 method="wB97M-V/def2-TZVPD" charge=+1 energy_ha=-903.4482 multiplicity=1 orbital_gap_ha="0.2729 / 0.2477" e_homo_ev="-13.1 / -12.8" de_lowest_kcal_mol=31.7
C -0.4511 -0.2395 0.1622 0.2039 1.0064 -0.6696
C -0.1733 0.7709 -0.4349 -0.1863 -0.6920 0.3905
N -0.7721 -1.4115 0.8687 0.0315 0.1134 0.1318
O 0.8412 3.0556 -0.0255 0.7632 1.1525 1.4391
S 0.2684 2.3374 -1.1290 -0.4980 -1.4896 -1.4047
I 2.8380 0.5960 -2.5983 -0.2938 0.1559 0.1469
H -0.8284 -2.2180 0.2246 0.0113 0.0864 0.2491
H -1.6814 -1.2987 1.3513 0.2480 -0.1956 -0.0944
H -0.0413 -1.5922 1.5810 -0.2798 -0.1374 -0.1887

***

# 3
7
Properties=species:S:1:pos:R:3:forces:R:3 method="wB97M-V/def2-TZVPD" energy_ha=-450.8525 multiplicity=1 orbital_gap_ha=0.3105 e_homo_ev=-9.6 smiles="C=COI" de_lowest_kcal_mol=47.9
C -1.0066 -0.0279 -0.4523 2.2081 -1.9293 0.0295
C -0.0465 0.2053 0.4564 -0.7605 -1.3772 -1.5691
O 1.0806 -0.6397 0.5447 -0.3435 1.1602 -0.5194
I 2.8650 0.1830 -0.0429 -0.9826 -0.2931 0.3258
H -2.0196 0.2417 -0.6439 -0.2937 1.0197 0.6273
H -0.7020 -0.8671 -1.0716 -0.1193 -0.0021 -0.4137
H -0.1709 0.9046 1.2095 0.2916 1.4217 1.5195

***

# 4
7
Properties=species:S:1:pos:R:3:forces:R:3 method="wB97M-V/def2-TZVPD" energy_ha=-450.7765 multiplicity=1 orbital_gap_ha="0.2899 / 0.3101" e_homo_ev="-8.4 / -8.4" de_lowest_kcal_mol=95.6
C -1.3025 1.8911 0.3769 0.1640 -0.2257 0.5336
C 0.8998 -1.4082 -0.4263 1.0061 -2.2534 2.4579
O -1.3909 1.4060 1.4468 -0.1964 0.3828 -0.9157
I 2.3188 -0.1663 0.3380 -0.0799 0.2832 -0.1912
H -2.1305 2.1034 -0.3662 0.0385 -0.1666 0.3848
H 1.0040 -2.4347 0.0521 -0.5107 1.5049 -0.7005
H 0.6013 -1.3912 -1.4214 -0.4218 0.4748 -1.5689

***

# 5
7
Properties=species:S:1:pos:R:3:forces:R:3 method="wB97M-V/def2-TZVPD" energy_ha=-773.7761 multiplicity=1 orbital_gap_ha=0.3572 e_homo_ev=-9.3 smiles=C#CI.S de_lowest_kcal_mol=45.1
C -3.3555 -1.4692 -0.5635 -1.2825 2.3689 0.5256
C -2.5835 -2.2433 -1.0158 1.1073 -1.9781 0.1391
S -0.7220 1.2962 0.2682 -1.7872 -1.0732 -2.3819
I -4.2997 0.1853 0.0368 -0.2437 -0.2795 -0.0694
H -1.9828 -3.1162 -1.0078 0.2884 -0.1198 -0.6031
H -0.8991 2.4276 0.8330 -0.5801 1.8362 0.6634
H 0.2482 1.1232 1.0356 2.4979 -0.7545 1.7264

***

# 6
9
Properties=species:S:1:pos:R:3:forces:R:3 method="wB97M-V/def2-TZVPD" charge=+1 energy_ha=-1169.4928 multiplicity=1 orbital_gap_ha=0.3149 e_homo_ev=-12.8 de_lowest_kcal_mol=31.6
O -2.2383 -0.0200 3.0226 -0.8385 0.4586 -2.2986
C -1.7026 -0.4851 2.1051 0.8291 0.1556 5.1288
H -1.2699 -1.3525 0.4799 1.4246 -0.9335 0.1011
P -0.4133 -1.5124 1.7175 -1.4592 0.2562 -2.8965
C 0.8780 0.6534 -2.1382 0.1008 0.1931 -0.1648
O 1.7736 0.7019 -1.3245 -0.3929 -0.0712 -0.2765
K 2.0645 0.7213 1.1903 0.1549 0.0664 0.2335
H 1.0946 0.6055 -3.2219 -0.0595 -0.0512 0.2595
H -0.1866 0.6879 -1.8309 0.2406 -0.0742 -0.0864